Computed, not measured: an isolated molecule of C8H12NO2P in a non-equilibrium geometry, with ωB97M-V/def2-TZVPD.

Computed properties:
HOMO-LUMO gap (spin up / spin down)   7.223 / 6.789 eV
E   -858.4468 Ha
M   185.16 g mol⁻¹
Energy relative to the best compared isomer or geometry (same formula, charge and spin)   145.24 kcal per mole

Positions of all 24 atoms, in Å:
P1 -3.7902 0.0317 0.3188
O1 2.2593 -1.4081 1.2626
O2 -0.1539 2.4631 1.3432
N1 0.1883 0.5962 0.1848
C1 0.5455 -0.6613 -0.1705
C2 -1.4264 1.5758 -1.3031
C3 1.5351 -2.8952 -0.6144
C4 -1.1917 0.7652 -0.1977
C5 -2.0081 -0.1290 0.4000
C6 0.6657 1.6727 0.9351
C7 1.5311 -1.6475 0.2782
C8 2.1719 1.7172 1.1104
H1 -4.0829 -0.7897 -0.7387
H2 2.3299 0.8802 1.8166
H3 -1.5460 -0.7843 1.0064
H4 -0.0093 -1.0164 -1.0172
H5 2.6629 2.5026 1.6734
H6 -2.4792 1.6596 -1.6431
H7 -3.6503 1.1737 -0.2975
H8 2.1059 -3.6653 -0.1761
H9 2.6610 1.6805 0.1111
H10 1.8551 -2.6793 -1.6710
H11 0.4701 -3.3085 -0.9062
H12 -0.6438 2.2661 -1.7049


Computed, not measured: a cluster of 2 separate species, C2H7OS in total in a non-equilibrium geometry, with ωB97M-V/def2-TZVPD.

Computed properties:
HOMO-LUMO gap   5.441 eV
Net charge   -1
E   -553.7663 Ha
M   79.14 g mol⁻¹
Energy relative to the best compared isomer or geometry (same formula, charge and spin)   61.25 kcal per mole

Positions of all 11 atoms, in Å:
S1 0.4999 -0.2283 2.2619
O1 -0.0868 -0.4354 -1.9804
C1 -0.0305 0.4748 0.6809
C2 -0.6434 0.3668 -2.9543
H1 0.0216 -1.4577 2.0302
H2 -0.7458 -0.0984 0.0918
H3 0.7593 0.5146 -0.1320
H4 -1.7546 0.4260 -2.6312
H5 -0.7301 -0.1920 -3.8302
H6 -0.5322 1.4173 0.8564
H7 -0.2784 1.4756 -3.0912


Computed, not measured: a structure of composition C39H18Cl3F4Ge2N6PdS2 in a non-equilibrium geometry, with ωB97M-V/def2-TZVPD.

Computed properties:
HOMO-LUMO gap (spin up / spin down)   3.283 / 3.328 eV
Net charge   -2
E   -8683.7662 Ha
M   1068.74 g mol⁻¹
Energy relative to the best compared isomer or geometry (same formula, charge and spin)   68.09 kcal per mole
Multiplicity   2
⟨S²⟩   0.76

Positions of all 75 atoms, in Å:
Pd1 -0.0519 0.7509 -1.4602
Ge1 2.8295 2.1458 -2.5232
Ge2 -0.4846 -2.2362 0.6626
Cl1 0.5585 2.4428 -3.1553
Cl2 2.2811 -0.0918 -2.0088
Cl3 3.6573 1.7140 -4.5587
S1 -2.4041 1.5070 -1.3440
S2 -1.0184 -0.7781 -3.0627
F1 3.1352 3.5501 0.9332
F2 3.3185 8.4875 -1.2470
F3 5.4517 4.6778 0.6051
F4 0.9937 7.3388 -0.9007
N1 6.1897 9.5825 -1.6051
N2 -1.6195 5.8854 0.1517
N3 -5.6281 -4.7690 -2.2933
N4 8.0646 6.3088 0.2136
N5 -7.3526 -1.9094 -0.0644
N6 0.4588 2.1496 0.1856
C1 -0.9770 -4.8979 -0.4983
C2 -2.5425 -1.0586 -2.2896
C3 0.5038 -3.5099 -1.7735
C4 2.0883 6.6566 -0.5309
C5 -3.1908 -2.2760 -2.4793
C6 2.2157 -2.8642 3.9355
C7 -0.8404 -5.9102 -1.4369
C8 5.9762 8.5492 -1.1290
C9 4.3740 5.3671 0.1998
C10 0.5602 3.3199 0.1211
C11 -0.5887 5.3684 0.0963
C12 -0.3217 -3.6798 -0.6653
C13 -3.3013 -2.9134 1.2725
C14 3.3865 -2.2870 3.4668
C15 3.1506 4.7628 0.3518
C16 -3.3750 -1.4661 3.6329
C17 0.6527 4.6906 0.0915
C18 -3.1481 -0.0521 -1.5165
C19 4.5346 6.6543 -0.3522
C20 -4.4381 -2.5165 -1.9157
C21 -5.0951 -3.7638 -2.1224
C22 3.4186 -1.7348 2.1942
C23 -4.5393 -2.0360 3.1355
C24 -4.5004 -2.7628 1.9544
C25 -2.1238 -2.3486 1.7583
C26 -5.0429 -1.5129 -1.1320
C27 1.0995 -2.3417 1.8581
C28 -2.1804 -1.6185 2.9452
C29 2.2816 -1.7653 1.4016
C30 -0.5880 -0.4150 0.0478
C31 -4.3897 -0.3010 -0.9396
C32 7.0272 6.7040 -0.1138
C33 0.6442 -4.5202 -2.7139
C34 3.3104 7.2592 -0.7040
C35 1.0816 -2.8957 3.1349
C36 -0.0326 -5.7204 -2.5486
C37 5.8065 7.2838 -0.5259
C38 -6.3192 -1.7354 -0.5402
C39 1.9373 5.3612 -0.0186
H1 -1.2766 -1.1562 3.3288
H2 -1.5964 -5.0627 0.3768
H3 4.2697 -2.2591 4.0930
H4 -5.4764 -1.9098 3.6633
H5 1.2838 -4.3670 -3.5743
H6 -5.4107 -3.1889 1.5499
H7 -1.3645 -6.8489 -1.3035
H8 2.3057 -1.3182 0.4206
H9 4.3218 -1.2701 1.8188
H10 0.1716 -3.3509 3.5124
H11 1.0397 -2.5820 -1.9096
H12 -3.2858 -3.4697 0.3411
H13 -1.1693 0.1970 0.7341
H14 0.0778 -6.5086 -3.2834
H15 -2.7080 -3.0360 -3.0811
H16 -3.4031 -0.8798 4.5433
H17 2.1877 -3.2879 4.9328
H18 -4.8612 0.4691 -0.3428